270
Properties=species:S:1:pos:R:3:forces:R:3 method="wB97M-V/def2-TZVPD" e_homo_ev=-7.97 total_charge=0 homo_lumo_gap_ev=8.3 max_force_ev_per_a=5.64 e_tot_ha=-7670.5828
O -4.988623 -9.524666 3.706604 0.5 0.0 -1.4
P -4.386273 -8.836376 2.530904 0.3 -0.3 -1.6
N -4.488383 -7.196916 2.514714 -1.4 0.6 -0.8
C -3.828213 -6.404956 3.523414 0.0 -0.3 0.4
C -5.834353 -6.665666 2.202094 1.1 1.0 -0.9
N -4.941653 -9.189576 0.941364 -0.4 2.6 0.0
C -4.684143 -8.400226 -0.298256 0.0 1.3 1.8
C -5.462593 -10.450166 0.669214 0.5 -2.5 0.3
N -2.782083 -9.134746 2.299794 1.2 -1.8 1.7
C -2.083803 -10.111366 3.184524 -1.1 0.1 0.5
C -1.875953 -8.477336 1.418694 0.8 1.0 -0.6
H -3.558463 -5.407146 3.177434 0.2 -0.1 -0.4
H -2.945733 -6.952176 3.854884 0.1 0.3 0.2
H -4.521523 -6.237656 4.347694 0.1 -0.1 0.5
H -5.635573 -5.623716 1.951204 -0.3 0.5 0.6
H -6.570893 -6.752816 3.000854 0.0 -0.1 0.0
H -6.207383 -6.981846 1.227934 -0.1 -0.8 0.4
H -5.604973 -7.897256 -0.593546 -0.5 -0.9 -1.0
H -4.122343 -7.479876 -0.138776 0.6 -0.2 0.8
H -4.086883 -8.917236 -1.049316 -0.6 -0.5 -0.1
H -5.359213 -11.030696 1.585944 -0.2 -0.4 0.0
H -6.479723 -10.615366 0.313884 -0.4 0.8 0.0
H -4.813193 -10.916436 -0.071706 0.0 -0.5 -0.2
H -2.036773 -9.629466 4.161084 0.9 -0.3 0.2
H -2.610093 -11.045716 3.379714 -0.6 0.1 -0.3
H -1.144003 -10.465086 2.760554 0.1 0.7 0.1
H -1.985073 -8.674746 0.352284 -0.3 -0.4 -0.1
H -0.860183 -8.761826 1.693244 0.0 -0.1 -0.1
H -1.855483 -7.390086 1.493314 -0.4 0.3 0.2
O 7.099017 -3.169106 1.235264 0.7 2.2 -1.9
P 7.119317 -2.099226 0.146274 1.0 -0.7 0.4
N 7.493747 -0.492156 0.765914 0.3 -0.8 -0.7
C 7.248497 0.695454 -0.046736 -1.3 -0.9 -0.8
C 7.609227 -0.164726 2.184274 -1.8 -1.3 0.5
N 5.658697 -2.074436 -0.749246 0.7 0.9 0.8
C 4.487707 -1.470776 -0.027726 0.8 0.3 -0.9
C 5.207697 -3.225986 -1.544906 0.4 -0.3 0.0
N 8.335447 -2.354936 -1.097266 -1.0 0.9 2.2
C 8.307327 -1.731306 -2.419536 0.2 -1.8 -0.7
C 9.287007 -3.477586 -0.899256 -0.6 0.9 -0.4
H 7.814017 0.663314 -0.978006 0.2 0.3 0.1
H 7.326457 1.661584 0.451874 0.7 -0.3 0.3
H 6.191877 0.669734 -0.313166 -0.3 0.2 -0.5
H 8.012907 0.826714 2.389644 0.6 -0.3 -0.4
H 8.038717 -0.996226 2.743054 0.6 0.3 -0.1
H 6.592877 -0.145216 2.577654 -0.2 0.3 0.4
H 4.091287 -0.749266 -0.742136 -0.9 -0.4 -0.1
H 3.820297 -2.270626 0.293034 -0.3 0.3 -0.1
H 4.717387 -0.826426 0.820894 0.6 -0.5 0.2
H 4.395777 -2.949726 -2.217646 -0.3 0.3 0.4
H 5.902987 -3.692856 -2.242536 0.8 0.5 0.3
H 4.910457 -4.054686 -0.902246 -0.4 0.0 0.2
H 8.052287 -2.566656 -3.071656 -0.3 0.0 -0.7
H 7.616837 -0.931476 -2.687116 -0.2 0.0 1.0
H 9.284597 -1.453706 -2.814486 0.4 0.3 0.6
H 9.507757 -3.635696 0.156384 -0.6 -0.2 0.0
H 10.268857 -3.268146 -1.323776 -0.1 0.3 -0.4
H 8.852087 -4.344816 -1.396096 0.3 -0.5 0.2
O -1.949763 5.073804 -1.507796 -1.9 -1.8 0.0
P -3.267793 4.383194 -1.815086 0.3 0.6 -1.5
N -4.293623 4.053934 -0.507476 2.9 1.0 1.1
C -5.525063 3.425994 -0.674876 -1.7 -1.8 -0.4
C -3.625853 3.854524 0.843464 -0.2 1.3 -0.6
N -3.105753 2.962894 -2.773556 0.3 -0.5 0.6
C -1.846633 2.600614 -3.450216 1.0 0.8 0.9
C -4.216153 2.269564 -3.473546 0.5 1.5 0.1
N -4.252353 5.307244 -2.872286 -0.5 -0.3 1.5
C -3.593953 5.689234 -4.133366 -1.4 -0.3 -0.1
C -5.241223 6.317994 -2.360996 1.2 0.2 -0.9
H -6.243883 3.966074 -1.291086 -0.1 0.4 0.3
H -5.932013 3.162044 0.301254 -0.4 0.5 -0.1
H -5.445063 2.455964 -1.165516 0.1 -0.4 -0.1
H -2.631973 3.424514 0.719424 -0.1 0.0 0.2
H -4.199463 3.354274 1.623744 -0.4 -0.9 -0.8
H -3.581163 4.820484 1.346484 0.7 0.3 -0.4
H -1.426603 3.492334 -3.915516 0.2 0.0 -0.2
H -1.075213 2.229764 -2.775316 -0.1 0.1 0.3
H -1.890693 1.810744 -4.200056 -0.8 0.1 0.0
H -3.946173 2.473704 -4.509666 -0.7 -0.5 -0.4
H -4.242533 1.195064 -3.292336 0.1 0.3 0.2
H -5.170163 2.753964 -3.265396 0.0 -0.2 0.0
H -3.116633 6.669114 -4.122636 0.3 0.0 0.3
H -2.925003 4.921794 -4.522786 0.1 0.1 0.4
H -4.400733 5.745564 -4.864136 0.0 0.2 -0.3
H -6.184083 6.375334 -2.904906 0.0 -0.7 -0.4
H -4.776403 7.278024 -2.585456 -0.1 0.4 0.5
H -5.498463 6.248304 -1.304076 0.5 -0.3 -0.1
O 1.260897 0.792854 -4.536536 0.0 0.4 -0.7
P 2.433967 1.328534 -5.262596 2.9 1.0 -1.6
N 3.970817 0.791524 -4.648426 0.2 -1.6 0.1
C 4.179957 -0.693146 -4.648146 -0.9 0.7 -2.1
C 4.688327 1.329374 -3.517996 -1.2 2.5 0.4
N 2.622147 3.045934 -5.297256 1.9 -1.2 -0.8
C 1.498177 3.886424 -5.010506 -0.7 -0.4 0.3
C 3.719317 3.722274 -6.131736 -1.3 -0.3 1.1
N 2.522807 0.867264 -6.972666 -0.8 -0.4 1.3
C 3.755357 0.934904 -7.783916 -1.0 1.3 0.8
C 1.517757 -0.107126 -7.448266 0.5 -0.4 1.0
H 4.174467 -0.912296 -5.715876 -0.4 -0.7 -0.2
H 3.366537 -1.220796 -4.150126 0.1 -0.1 0.2
H 5.163937 -1.070386 -4.369616 0.0 0.7 0.7
H 4.216397 1.177764 -2.547226 -0.1 -0.8 0.3
H 4.570377 2.408564 -3.615626 0.7 0.3 0.1
H 5.743567 1.066884 -3.442676 -0.1 -0.2 -0.5
H 0.612887 3.251374 -5.043196 -0.3 0.3 0.3
H 1.622277 4.338504 -4.026466 -0.3 0.1 0.0
H 1.350447 4.675124 -5.748216 0.2 0.0 -0.1
H 3.651287 4.796784 -5.961746 -0.3 0.0 0.2
H 4.724777 3.493144 -5.778676 -0.1 -0.5 -0.3
H 3.531467 3.569364 -7.194486 0.3 -0.2 0.0
H 3.839657 0.069564 -8.441326 0.4 -0.2 0.5
H 3.690187 1.816084 -8.422186 0.0 0.0 -0.4
H 4.561467 1.171094 -7.089296 0.5 -0.7 -0.3
H 0.493657 0.265534 -7.469696 0.1 0.2 -0.2
H 1.542887 -0.944586 -6.751036 -0.4 -0.3 0.0
H 1.794577 -0.548656 -8.405616 0.0 0.5 -0.1
O 5.070787 6.555894 -0.475686 0.1 0.5 -0.1
P 3.839607 7.357264 -0.611986 -2.3 1.5 0.3
N 2.570737 6.694194 -1.583606 0.9 0.7 -0.2
C 1.850247 5.532124 -1.061506 -0.6 1.2 1.6
C 2.593457 6.761664 -3.081036 1.0 0.9 1.0
N 4.068537 8.949544 -1.225926 1.9 -1.6 -0.1
C 3.031297 9.840504 -1.562686 -1.7 0.1 -0.8
C 5.439657 9.522744 -1.330746 -0.8 -1.0 0.4
N 3.118897 7.675244 0.930094 0.3 -0.7 0.1
C 1.739337 8.076884 1.227844 0.4 0.2 -0.6
C 3.997367 7.800234 2.140144 0.1 -1.7 -0.8
H 1.602977 4.730634 -1.757626 0.4 0.2 -0.1
H 0.934587 5.954724 -0.647896 -0.7 -0.5 -0.5
H 2.295957 5.192424 -0.126596 0.6 -0.6 -0.3
H 1.645047 6.524304 -3.562986 0.0 -0.7 0.5
H 3.458017 6.176024 -3.393546 -0.4 -0.3 -0.7
H 2.742247 7.784544 -3.427006 0.3 0.2 0.3
H 3.199297 10.301904 -2.535826 0.5 0.4 0.0
H 2.097917 9.324444 -1.787596 -0.1 -0.4 0.5
H 2.771567 10.615964 -0.842066 0.3 0.1 0.3
H 5.763167 10.009414 -0.410636 -0.1 0.1 0.2
H 6.112827 8.683474 -1.505546 0.2 0.3 -0.3
H 5.447307 10.280254 -2.114466 0.1 -0.2 -0.2
H 1.046427 7.754554 0.450604 0.3 0.7 -0.5
H 1.236217 7.660864 2.100704 0.8 -0.6 0.5
H 1.806177 9.145804 1.430424 -0.8 0.3 -0.4
H 3.534577 8.335484 2.969264 -0.3 0.0 -0.3
H 5.014427 8.174104 2.022194 -0.2 0.5 -0.7
H 4.170067 6.757674 2.407264 0.0 0.0 0.8
O -5.056183 -0.009616 5.998104 0.4 -3.3 -0.1
P -4.927533 -1.536686 5.921694 -1.0 -0.2 -0.5
N -3.875173 -2.259626 7.026734 -0.3 2.4 0.4
C -3.454093 -3.617936 6.995374 0.8 -0.6 -0.6
C -2.885683 -1.359436 7.603044 -0.9 1.5 1.1
N -4.245213 -2.196716 4.489034 -2.0 0.5 -0.8
C -3.105303 -1.515136 3.926404 0.9 -0.4 -0.8
C -5.034263 -2.864086 3.414824 -0.3 -1.5 1.3
N -6.421263 -2.381806 6.060884 2.8 -2.0 0.4
C -6.518963 -3.783806 6.712074 -0.2 2.5 -0.2
C -7.656043 -1.779266 5.750074 -1.1 1.2 0.7
H -3.782413 -4.079946 6.064324 -0.2 -0.4 0.3
H -3.724963 -4.164666 7.898604 -0.4 -0.2 -0.1
H -2.365523 -3.649406 6.949344 0.2 -0.1 -0.1
H -3.332073 -0.405706 7.884564 -0.6 0.1 -0.4
H -2.074453 -1.024546 6.956624 0.4 -0.8 -0.1
H -2.593983 -1.659556 8.609484 0.6 -0.7 -0.3
H -2.862593 -0.543916 4.357594 0.1 -0.2 0.3
H -2.278423 -2.225296 3.921954 0.6 0.4 0.4
H -3.251393 -1.356326 2.857974 -0.3 0.4 -0.1
H -6.003913 -2.454446 3.131844 0.4 0.8 -0.3
H -4.410393 -3.186416 2.581164 0.1 1.0 -0.2
H -5.357203 -3.857226 3.727054 0.0 -0.2 0.8
H -6.005063 -4.600026 6.204344 0.0 0.3 -0.2
H -6.156153 -3.659716 7.732404 0.0 -0.4 0.0
H -7.591213 -3.975636 6.751634 0.1 -0.2 0.0
H -8.159153 -1.446276 6.657874 -0.1 0.2 0.4
H -8.396373 -2.463336 5.335274 0.3 0.0 -0.8
H -7.486653 -0.855926 5.196134 -0.3 -0.2 -0.5
C -2.050883 3.308564 5.674204 1.2 -0.2 -0.3
O -1.934763 4.171014 4.513834 -1.2 0.7 0.9
C -1.023263 4.030314 3.571214 0.4 -1.0 -1.0
O -0.271343 3.090474 3.416124 -0.3 0.8 0.2
O -1.167163 5.076514 2.724654 0.3 0.1 1.9
C -0.393133 5.192324 1.561354 -0.1 -0.7 -2.0
H -3.076463 3.165484 6.014504 -0.1 0.2 -0.8
H -1.531933 3.784814 6.506054 0.2 0.0 -0.1
H -1.561263 2.363494 5.439234 -0.2 -0.1 0.1
H -0.784683 4.444664 0.871574 -0.1 0.4 -0.5
H 0.679117 5.015574 1.476854 0.2 -0.1 1.5
H -0.542313 6.200164 1.173924 -0.4 -0.2 0.1
C 7.068047 3.844674 -1.492456 -0.7 -1.8 1.5
O 7.288887 4.944054 -2.275026 -1.3 2.0 -2.0
C 6.395537 5.389084 -3.193956 -1.0 -2.5 -2.7
O 5.360167 4.851274 -3.695906 3.1 1.5 2.9
O 7.026817 6.392394 -3.815626 -0.6 -0.6 1.7
C 6.406277 7.044434 -4.876726 -0.2 1.6 -0.8
H 6.034477 3.635814 -1.216356 -0.3 0.7 0.0
H 7.654547 4.034714 -0.593566 -0.1 -0.3 0.0
H 7.363367 2.897754 -1.944366 0.6 0.2 -0.4
H 6.240187 8.079934 -4.579636 0.6 0.3 0.0
H 5.387897 6.815854 -5.191006 0.3 -1.3 0.2
H 7.150667 6.973334 -5.669776 -0.5 0.3 -0.4
C 2.561427 -0.804776 3.584644 -0.2 -0.6 0.4
O 3.938697 -1.178566 3.410804 0.6 -1.5 0.9
C 4.366487 -2.237416 4.163264 -1.4 -0.3 3.3
O 3.686297 -2.889886 5.050724 2.7 2.6 -4.2
O 5.702707 -2.285416 3.964664 0.5 -1.9 1.4
C 6.479567 -3.337946 4.735454 -1.1 0.1 0.3
H 2.324857 -0.784976 4.648474 0.0 0.0 -0.1
H 1.968747 -1.586446 3.109434 -0.2 0.5 0.0
H 2.422467 0.182634 3.144404 0.1 -0.3 -0.1
H 7.226977 -2.993936 5.450394 0.2 1.4 -0.7
H 6.970397 -4.049346 4.071304 -0.5 0.3 -0.3
H 5.846357 -3.826626 5.475944 -0.7 -0.3 -0.8
C -6.143823 -0.968376 -4.267646 -2.5 -1.2 1.1
O -4.921723 -0.532746 -4.613316 3.5 0.9 -1.4
C -3.895633 -1.385446 -4.491366 3.0 0.3 -0.7
O -3.859103 -2.513336 -4.068366 -1.0 0.7 -0.1
O -2.760973 -0.732146 -4.954136 -2.6 0.4 -0.8
C -1.466623 -1.328106 -4.893656 -0.4 -0.6 1.5
H -6.258473 -1.993886 -4.618776 -0.4 -0.1 0.4
H -6.926223 -0.348496 -4.705476 0.3 0.1 -0.2
H -6.225953 -0.864446 -3.185726 -0.4 -0.5 0.2
H -1.262353 -1.196106 -3.831136 1.0 -0.4 -0.1
H -0.743913 -0.789916 -5.506956 -0.5 0.2 0.1
H -1.468723 -2.391306 -5.133876 -0.2 0.0 0.0
C 0.745167 -2.491806 6.669874 0.4 -0.4 -1.0
O 0.479417 -2.376906 5.235214 -0.4 -0.8 -0.6
C 0.054657 -3.460796 4.494934 1.1 3.2 -0.7
O -0.406003 -4.451566 4.933504 -0.4 -1.3 0.1
O 0.225617 -3.086576 3.140584 -0.2 -0.1 1.7
C -0.387693 -3.965316 2.223904 -0.6 -2.0 -0.6
H 1.261697 -1.563876 6.915324 -0.2 0.0 0.0
H 1.455337 -3.301656 6.836884 -0.2 -0.1 0.0
H -0.145143 -2.613146 7.286914 -0.1 0.0 -0.3
H -0.192393 -3.961936 1.151554 1.1 1.6 0.1
H -1.474593 -3.886966 2.199274 -0.2 -0.1 0.7
H -0.051573 -4.984966 2.412154 -0.5 -0.2 0.6
C -5.617313 0.566154 2.553544 1.8 0.1 0.2
O -6.618463 0.210764 1.645394 -1.7 -2.6 -3.3
C -6.452833 -0.922966 0.747434 2.1 -0.2 0.5
O -5.363423 -1.534786 0.544814 -4.5 2.6 0.9
O -7.692603 -1.248436 0.133274 3.0 1.8 1.6
C -7.603813 -2.406196 -0.690126 0.8 -0.6 -0.1
H -4.711433 0.940394 2.076654 0.6 -1.2 -0.6
H -5.462193 -0.259396 3.248164 0.4 0.4 0.1
H -5.760183 1.517914 3.065254 -1.7 -0.3 0.3
H -7.537093 -3.252066 -0.005906 -0.6 -0.3 -0.3
H -6.689943 -2.476026 -1.280106 0.2 0.5 0.1
H -8.419093 -2.402266 -1.413596 -0.3 -0.1 0.6
C -3.391323 -5.019126 -2.143216 0.5 0.8 -0.5
O -2.203023 -4.530526 -2.821136 1.0 -0.5 0.8
C -1.027283 -4.594476 -2.155186 -0.6 -0.4 1.5
O -0.859233 -4.978546 -0.996046 -0.5 0.6 -1.8
O -0.080303 -4.154776 -2.971006 -0.2 0.2 -0.2
C 1.228307 -3.913086 -2.440896 0.4 0.0 -1.0
H -3.447193 -4.614976 -1.132456 0.0 -0.1 0.0
H -3.410333 -6.108946 -2.137946 0.0 0.1 0.0
H -4.154793 -4.571386 -2.779416 -0.2 -0.4 0.3
H 1.394187 -2.841746 -2.327656 -0.5 0.0 1.0
H 1.908157 -4.078626 -3.276666 0.0 -0.7 0.0
H 1.433667 -4.582586 -1.605616 0.1 0.5 0.1
C 0.693637 1.989014 -0.569906 2.7 2.2 1.4
O -0.000413 0.852624 -0.295596 -1.8 -3.8 -1.2
C 0.602277 -0.214246 0.320404 -0.8 0.6 1.0
O 1.702857 -0.142796 0.852704 -2.4 -1.0 -1.7
O -0.301913 -1.309096 0.408634 2.9 1.1 -0.4
C -1.679553 -1.190716 0.025504 0.1 0.6 0.4
H 1.132297 2.151504 0.414604 0.2 1.6 0.0
H 0.142947 2.825184 -1.000796 -1.0 -0.4 0.7
H 1.570827 2.018394 -1.216256 0.1 -1.4 -0.5
H -1.775473 -0.700956 -0.943536 -0.2 0.5 0.4
H -2.107013 -0.716236 0.908824 -0.7 0.6 -0.6
H -2.188393 -2.149286 -0.076146 0.8 -0.4 0.2